{
  "formula": "C33H26ClN8O6Sc",
  "method": "ωB97M-V/def2-TZVPD",
  "total_energy_ha": -3383.63110,
  "homo_lumo_gap_ev": 6.87,
  "e_above_lowest_kj_mol": 3.9,
  "e_lumo_ev": -0.460,
  "total_charge": 0,
  "multiplicity": 1,
  "symbols": ["Sc", "N", "C", "N", "C", "N", "N", "C", "C", "C", "C", "C", "C", "N", "C", "C", "C", "C", "C", "C", "H", "H", "H", "H", "H", "H", "H", "H", "H", "H", "H", "C", "O", "C", "C", "C", "C", "C", "C", "N", "N", "C", "C", "O", "C", "C", "C", "C", "C", "C", "C", "C", "H", "H", "H", "H", "H", "H", "H", "H", "H", "H", "H", "H", "H", "O", "N", "O", "Cl", "C", "C", "O", "O", "H", "H"],
  "positions_angstrom": [[-0.7323, 1.4746, -0.0316], [3.5608, 1.5201, -1.2637], [2.3672, 2.1489, -1.1516], [1.6226, 2.1485, -0.1127], [2.0144, 1.2893, 1.0040], [1.5009, 1.6731, 2.2290], [0.2402, 2.0134, 2.0109], [-0.5124, 2.5000, 2.9321], [-1.8673, 2.8398, 2.5554], [-2.7570, 3.3956, 3.4716], [-4.0343, 3.7171, 3.0603], [-4.4017, 3.4714, 1.7481], [-3.4713, 2.9053, 0.8980], [-2.2253, 2.6010, 1.2760], [3.4583, 0.9186, 1.0428], [4.1072, 0.5329, 2.2118], [5.4377, 0.1578, 2.1856], [6.1423, 0.1820, 0.9863], [5.5301, 0.6118, -0.1756], [4.1925, 0.9893, -0.1357], [4.0990, 1.6696, -2.0994], [2.0517, 2.6769, -2.0399], [-0.1438, 2.6582, 3.9401], [-2.4308, 3.5673, 4.4883], [-4.7385, 4.1496, 3.7593], [-5.3937, 3.6929, 1.3821], [-3.7380, 2.6619, -0.1176], [3.5523, 0.5527, 3.1387], [5.9293, -0.1513, 3.0985], [7.1828, -0.1153, 0.9650], [6.0859, 0.6687, -1.1044], [0.2903, 2.7276, -4.0171], [0.1979, 1.5470, -3.2253], [-0.4883, 0.5064, -3.7816], [-0.9253, 0.5050, -5.1025], [-1.6457, -0.5702, -5.5998], [-1.9454, -1.6502, -4.7902], [-1.4979, -1.6590, -3.4800], [-0.7538, -0.6020, -2.9703], [-0.3043, -0.6167, -1.6047], [-0.0764, -1.7845, -1.2225], [0.3388, -2.0511, 0.0870], [0.9789, -1.1360, 0.9042], [1.1545, 0.0893, 0.3897], [1.4215, -1.5048, 2.1927], [1.2218, -2.7777, 2.6301], [0.5800, -3.7520, 1.8284], [0.3554, -5.0629, 2.3078], [-0.2802, -5.9909, 1.5338], [-0.7124, -5.6381, 0.2398], [-0.5138, -4.3762, -0.2496], [0.1375, -3.3942, 0.5349], [0.9698, 2.5828, -4.8594], [0.6645, 3.5136, -3.3682], [-0.6918, 3.0319, -4.3806], [-0.7186, 1.3457, -5.7459], [-1.9891, -0.5456, -6.6264], [-2.5339, -2.4763, -5.1667], [-1.7349, -2.4829, -2.8246], [1.8528, -0.7530, 2.8320], [1.5353, -3.0580, 3.6293], [0.6924, -5.3125, 3.3074], [-0.4541, -6.9920, 1.9065], [-1.2110, -6.3759, -0.3767], [-0.8470, -4.1211, -1.2451], [-2.2114, 1.7608, -1.6431], [-1.9749, 2.9798, -1.8593], [-1.0118, 3.3906, -1.1712], [-2.1237, -1.8031, 3.3025], [-3.0747, -1.7524, 1.7996], [-2.9033, -0.4406, 1.0381], [-3.8838, 0.1120, 0.5737], [-1.6719, -0.0641, 0.9040], [-4.1182, -1.9026, 2.0501], [-2.7227, -2.5677, 1.1675]]
}

{
  "formula": "C33H26ClNO5S2",
  "method": "ωB97M-V/def2-TZVPD",
  "total_energy_ha": -2960.49793,
  "homo_lumo_gap_ev": 5.14,
  "e_lumo_ev": -1.589,
  "total_charge": 0,
  "multiplicity": 1,
  "symbols": ["Cl", "C", "C", "C", "C", "N", "C", "C", "C", "C", "C", "C", "C", "C", "O", "C", "H", "H", "H", "H", "H", "H", "H", "H", "H", "H", "C", "C", "C", "C", "S", "C", "C", "C", "C", "C", "C", "C", "C", "S", "C", "C", "C", "C", "C", "C", "O", "O", "O", "O", "C", "C", "H", "H", "H", "H", "H", "H", "H", "H", "H", "H", "H", "H", "H", "H", "H", "H"],
  "positions_angstrom": [[-3.6830, -1.0802, -4.9127], [-2.0810, -0.7183, -4.3913], [-1.1673, -0.0755, -5.2242], [0.1223, 0.1299, -4.7289], [0.4441, -0.2628, -3.4389], [-0.4672, -0.8259, -2.6098], [-0.1466, -0.8312, -1.1267], [-0.6352, -2.1260, -0.5568], [0.2481, -2.9992, 0.2660], [-0.3525, -4.1953, 0.7153], [0.3723, -5.1388, 1.4316], [1.7405, -4.9354, 1.6604], [2.3709, -3.7969, 1.1492], [1.6341, -2.8397, 0.4377], [-1.7136, -2.6375, -0.8781], [-1.6927, -1.1266, -3.1188], [-1.4682, 0.1730, -6.2377], [0.9073, 0.5877, -5.3330], [1.4437, -0.1474, -3.0197], [0.9438, -0.8582, -1.0522], [-1.4017, -4.3705, 0.4711], [-0.1472, -6.0282, 1.7906], [2.3099, -5.6888, 2.2011], [3.4454, -3.6476, 1.2931], [2.1364, -1.9792, -0.0032], [-2.3557, -1.7260, -2.5236], [3.6068, 3.1759, -2.3642], [3.5971, 1.7918, -2.1792], [2.9863, 1.2385, -1.0535], [2.3046, 2.0699, -0.1586], [1.4319, 1.3481, 1.2346], [-0.1380, 0.8174, 0.7943], [-0.5772, 0.5290, -0.6129], [-2.0491, 0.9735, -0.8710], [-3.0697, 0.0445, -0.8466], [-4.3752, 0.3927, -1.2054], [-4.6740, 1.7277, -1.4662], [-3.6752, 2.7035, -1.3514], [-2.3513, 2.3303, -1.0526], [-1.1569, 0.2114, 2.0824], [-0.2608, 0.3704, 3.6316], [0.4567, -0.7239, 4.1353], [1.0732, -0.6276, 5.3849], [0.9874, 0.5512, 6.1264], [0.2498, 1.6286, 5.6324], [-0.3851, 1.5368, 4.3965], [-2.3412, 1.0377, 2.2054], [-1.2705, -1.2237, 1.8892], [2.1874, 0.1570, 1.5946], [1.2927, 2.4317, 2.1886], [2.3806, 3.4620, -0.2927], [3.0303, 4.0077, -1.4011], [4.0749, 3.6029, -3.2518], [4.0663, 1.1301, -2.9044], [3.0414, 0.1673, -0.8593], [0.0291, 1.2183, -1.2281], [-2.8354, -0.9769, -0.5602], [-5.1155, -0.4053, -1.2631], [-5.6923, 1.9993, -1.7488], [-3.9205, 3.7586, -1.5108], [-1.5557, 3.0763, -0.9252], [0.5331, -1.6326, 3.5368], [1.6202, -1.4914, 5.7615], [1.4874, 0.6292, 7.0891], [0.1587, 2.5545, 6.1978], [-0.9699, 2.3661, 4.0009], [1.9303, 4.0961, 0.4693], [3.0801, 5.0901, -1.5053]]
}

{
  "formula": "C33H26F3MnN10O2P2S",
  "method": "ωB97M-V/def2-TZVPD",
  "total_energy_ha": -4502.91588,
  "homo_lumo_gap_ev": [6.61, 6.64],
  "e_above_lowest_kj_mol": 97.7,
  "e_lumo_ev": [2.045, 2.043],
  "total_charge": -1,
  "multiplicity": 6,
  "symbols": ["Mn", "N", "C", "N", "N", "N", "N", "C", "N", "N", "N", "N", "H", "F", "C", "F", "F", "C", "C", "C", "C", "N", "C", "S", "H", "H", "H", "O", "P", "C", "P", "O", "C", "C", "C", "C", "C", "C", "C", "C", "C", "C", "C", "C", "C", "C", "C", "C", "C", "C", "C", "C", "C", "C", "C", "C", "H", "H", "H", "H", "H", "H", "H", "H", "H", "H", "H", "H", "H", "H", "H", "H", "H", "H", "H", "H", "H", "H"],
  "positions_angstrom": [[-1.8304, 1.8705, -0.5374], [-0.9079, 2.7815, -3.8205], [-1.8440, 3.5422, -3.1579], [-2.5549, 4.4658, -3.7790], [-3.3361, 4.9973, -2.8279], [-3.1088, 4.4315, -1.6969], [-2.1457, 3.4944, -1.8484], [-0.1173, 1.8452, -3.2353], [0.9670, 1.2861, -3.7946], [1.4823, 0.5368, -2.8495], [0.7633, 0.6397, -1.7677], [-0.2785, 1.4341, -1.9828], [-0.8260, 2.9388, -4.8088], [-3.8885, -2.7995, -2.0684], [-4.9535, -2.3066, -1.4082], [-5.8281, -1.8641, -2.3309], [-5.5506, -3.3861, -0.8245], [-4.6062, -1.2745, -0.3819], [-4.8759, -1.5266, 0.9465], [-4.5712, -0.5675, 1.9058], [-4.0090, 0.6167, 1.4767], [-3.7123, 0.8760, 0.2070], [-3.9687, -0.0584, -0.7569], [-3.4366, 0.3204, -2.3279], [-5.3314, -2.4629, 1.2401], [-4.7620, -0.7439, 2.9551], [-3.7997, 1.4120, 2.1856], [0.1708, 2.1411, 0.7661], [1.4325, 1.3603, 0.9383], [1.1707, -0.4290, 1.2973], [-0.1212, -1.2377, 0.2647], [-1.2997, -0.3361, 0.1367], [-0.6726, -2.6314, 1.3045], [-0.6501, -3.9540, 0.8697], [-1.2913, -4.9435, 1.6003], [-1.9747, -4.6234, 2.7638], [-2.0046, -3.3056, 3.2033], [-1.3644, -2.3183, 2.4762], [0.5085, -2.0629, -1.2071], [1.7760, -2.6295, -1.2610], [2.2252, -3.1777, -2.4506], [1.4037, -3.1791, -3.5688], [0.1222, -2.6504, -3.4974], [-0.3319, -2.0899, -2.3150], [2.9440, 1.7128, -0.0110], [4.0198, 0.8366, 0.0560], [5.1450, 1.0621, -0.7183], [5.2159, 2.1825, -1.5321], [4.1631, 3.0856, -1.5566], [3.0280, 2.8538, -0.7991], [2.1223, 1.9568, 2.5542], [2.3313, 1.2122, 3.7082], [2.9014, 1.7949, 4.8340], [3.2670, 3.1301, 4.8212], [3.0218, 3.8975, 3.6889], [2.4520, 3.3145, 2.5713], [0.7144, -0.4414, 2.2909], [2.1017, -0.9927, 1.3304], [-0.1402, -4.2049, -0.0512], [-1.2727, -5.9679, 1.2502], [-2.5022, -5.3916, 3.3147], [-2.5453, -3.0487, 4.1059], [-1.4255, -1.2841, 2.7967], [2.4174, -2.6219, -0.3864], [3.2221, -3.5964, -2.5104], [1.7699, -3.5878, -4.5023], [-0.5190, -2.6557, -4.3692], [-1.3146, -1.6314, -2.2530], [3.9773, -0.0354, 0.6970], [5.9642, 0.3541, -0.6940], [6.0873, 2.3455, -2.1532], [4.2210, 3.9583, -2.1941], [2.1825, 3.5313, -0.8496], [2.0453, 0.1678, 3.7453], [3.0655, 1.1957, 5.7214], [3.7450, 3.5704, 5.6871], [3.2836, 4.9481, 3.6788], [2.2427, 3.9171, 1.6959]]
}

{
  "formula": "C33H26IN2O4PS3V",
  "method": "ωB97M-V/def2-TZVPD",
  "total_energy_ha": -4461.32305,
  "homo_lumo_gap_ev": [4.46, 4.62],
  "e_lumo_ev": [-0.106, 0.045],
  "total_charge": -1,
  "multiplicity": 1,
  "symbols": ["V", "C", "C", "N", "C", "C", "C", "O", "C", "C", "N", "C", "C", "C", "C", "C", "C", "I", "C", "O", "H", "H", "H", "H", "H", "H", "H", "H", "H", "H", "H", "H", "O", "C", "O", "C", "C", "C", "C", "C", "C", "S", "H", "H", "H", "H", "S", "P", "S", "C", "C", "C", "C", "C", "C", "C", "C", "C", "C", "C", "C", "H", "H", "H", "H", "H", "H", "H", "H", "H", "H"],
  "positions_angstrom": [[-1.2555, -1.9302, 0.8618], [-3.4347, -5.2360, -1.0204], [-3.8771, -3.9118, -1.5495], [-4.7577, -3.8830, -2.5192], [-5.1903, -2.7094, -2.9758], [-4.8473, -1.4870, -2.4393], [-5.4038, -0.2268, -3.0455], [-4.4662, 0.4442, -3.8578], [-3.9213, -1.4689, -1.3741], [-3.5022, -0.3027, -0.6570], [-2.6671, -0.4378, 0.3148], [-2.1789, 0.5087, 1.1889], [-2.5001, 1.8440, 1.3891], [-1.8073, 2.5068, 2.3920], [-0.8512, 1.8520, 3.1547], [-0.5377, 0.5085, 2.9321], [-1.1998, -0.1569, 1.9275], [-1.8933, -3.1220, 3.0815], [-3.3556, -2.7164, -0.9680], [-2.3999, -2.7618, -0.1154], [-4.1906, -5.9883, -1.2300], [-3.2458, -5.1702, 0.0512], [-2.5026, -5.5352, -1.4998], [-5.8806, -2.7708, -3.8056], [-5.7909, 0.4456, -2.2653], [-6.2258, -0.4904, -3.7149], [-3.6470, 0.5637, -3.3632], [-3.9171, 0.6739, -0.9175], [-3.2458, 2.3447, 0.7850], [-2.0144, 3.5513, 2.5757], [-0.3272, 2.3986, 3.9291], [0.2224, 0.0137, 3.5266], [2.2817, -0.9233, 0.9736], [1.6523, -1.9610, 0.8243], [0.3588, -1.9775, 0.9164], [2.3375, -3.2510, 0.5750], [3.7283, -3.2261, 0.6972], [4.4899, -4.3566, 0.5125], [3.8600, -5.5562, 0.1902], [2.4961, -5.6060, 0.0503], [1.6997, -4.4621, 0.2327], [0.0163, -4.6284, -0.0297], [4.1839, -2.2786, 0.9455], [5.5641, -4.3148, 0.6179], [4.4451, -6.4547, 0.0561], [2.0013, -6.5299, -0.2098], [-0.6164, 4.4509, -1.0260], [0.7507, 3.0854, -0.5844], [0.1263, 1.2422, -0.9981], [1.3120, 3.2874, 1.1548], [1.9292, 2.2506, 1.8397], [2.3765, 2.4630, 3.1327], [2.2001, 3.6948, 3.7437], [1.5869, 4.7278, 3.0541], [1.1471, 4.5257, 1.7600], [2.3454, 3.4164, -1.4477], [3.3114, 2.4195, -1.4848], [4.5273, 2.6665, -2.0945], [4.7822, 3.9022, -2.6673], [3.8161, 4.8930, -2.6359], [2.5971, 4.6523, -2.0260], [2.0441, 1.2781, 1.3808], [2.8562, 1.6571, 3.6701], [2.5349, 3.8456, 4.7619], [1.4485, 5.6918, 3.5245], [0.6633, 5.3214, 1.2110], [3.1049, 1.4521, -1.0486], [5.2784, 1.8912, -2.1224], [5.7345, 4.0874, -3.1448], [4.0077, 5.8564, -3.0879], [1.8345, 5.4185, -2.0063]]
}